[1]
Computed, not measured: a 3-piece molecular cluster, C11H32BN4O9P2 overall, with ωB97M-V/def2-TZVPD.

Atoms and positions in Å:
C1 3.21 -3.62 -0.19
N1 3.05 -5.06 -0.54
C2 4.37 -5.72 -0.79
B1 2.18 -5.18 -1.74
O1 2.67 -4.62 -2.99
C3 0.73 -5.90 -1.81
C4 0.05 -6.45 -0.50
N2 -1.31 -5.83 -0.39
C5 -1.38 -4.77 -1.37
N3 -2.44 -3.98 -1.47
N4 -0.19 -4.78 -2.14
H1 2.42 -3.26 0.55
H2 4.20 -3.39 0.29
H3 3.11 -2.93 -1.09
H4 4.52 -6.65 -0.16
H5 4.48 -6.07 -1.87
H6 5.25 -5.05 -0.59
H7 2.71 -5.39 -3.59
H8 0.84 -6.76 -2.54
H9 0.65 -6.56 0.45
H10 -0.22 -7.52 -0.78
H11 -1.57 -5.51 0.55
H12 -2.42 -3.00 -1.77
H13 -3.34 -4.40 -1.21
H14 -0.30 -4.56 -3.14
C6 -3.69 -0.09 0.97
O2 -4.20 0.47 -0.22
P1 -3.15 0.88 -1.50
O3 -2.73 -0.56 -1.78
O4 -2.10 1.60 -0.45
C7 -2.53 2.76 0.27
O5 -2.24 1.48 -2.82
C8 -2.12 2.90 -2.97
H15 -4.34 -0.91 1.27
H16 -2.67 -0.45 0.86
H17 -3.72 0.67 1.76
H18 -2.35 2.60 1.33
H19 -3.59 2.97 0.11
H20 -1.94 3.62 -0.05
H21 -1.33 3.27 -2.31
H22 -3.06 3.40 -2.74
H23 -1.83 3.12 -3.99
C9 0.21 3.62 1.35
O6 0.16 4.14 2.66
P2 -0.06 5.82 2.90
O7 -1.46 5.83 2.32
O8 1.06 6.18 1.74
C10 2.42 5.80 1.95
O9 -0.14 7.47 3.36
C11 1.05 8.09 3.86
H24 -0.39 2.71 1.32
H25 -0.17 4.32 0.61
H26 1.24 3.35 1.10
H27 2.76 5.24 1.08
H28 2.54 5.19 2.84
H29 3.03 6.70 2.04
H30 1.68 8.40 3.02
H31 1.60 7.41 4.51
H32 0.77 8.98 4.41

As for the lowest unoccupied orbital energy: -0.172 Ha. As for the HOMO energy: -11.321 eV. Its total charge is +1. As for the gap between HOMO and LUMO: 6.6 eV.



[2]
Computed, not measured: a single C2H4NPS molecule, with ωB97M-V/def2-TZVPD.

Atoms and positions in Å:
C1 -0.15 0.13 -0.41
C2 -0.31 0.40 1.06
N1 -0.12 1.45 1.71
P1 0.32 3.02 1.76
S1 2.03 3.10 2.76
H1 -0.34 1.11 -0.92
H2 -1.04 -0.58 -0.57
H3 0.84 -0.10 -0.54
H4 -0.78 -0.32 1.71

As for the lowest unoccupied orbital energy: -0.019 Ha. As for the HOMO energy: -8.632 eV. The SMILES is C/C=N\P=S. As for the gap between HOMO and LUMO: 8.1 eV.



[3]
Computed, not measured: a single C21H23ClN4O2 molecule, with ωB97M-V/def2-TZVPD.

Atoms and positions in Å:
C1 0.95 3.91 -0.15
C2 0.82 3.38 -1.59
N1 0.08 2.14 -1.76
C3 -1.32 2.21 -1.37
C4 -2.22 1.28 -2.19
O1 -3.36 1.04 -1.86
N2 -1.62 0.78 -3.29
C5 -2.20 -0.24 -4.13
C6 -2.67 -1.47 -3.32
C7 -1.65 -1.86 -2.29
C8 -1.92 -1.68 -0.93
C9 -0.98 -1.99 0.03
C10 0.26 -2.47 -0.36
Cl1 1.47 -2.78 0.84
C11 0.55 -2.68 -1.70
C12 -0.41 -2.38 -2.65
C13 0.77 0.95 -1.30
C14 0.96 0.79 0.19
N3 -0.07 0.79 0.96
C15 0.12 0.58 2.30
C16 -1.00 0.55 3.14
C17 -0.85 0.31 4.49
C18 0.42 0.10 5.03
C19 1.53 0.12 4.22
C20 1.40 0.36 2.86
C21 2.56 0.38 1.98
O2 3.72 0.22 2.30
N4 2.23 0.61 0.64
H1 -0.03 4.01 0.31
H2 1.56 3.25 0.46
H3 1.42 4.89 -0.17
H4 1.82 3.23 -2.01
H5 0.31 4.14 -2.20
H6 -1.47 1.96 -0.32
H7 -1.68 3.23 -1.53
H8 -0.69 1.10 -3.48
H9 -3.06 0.16 -4.68
H10 -1.44 -0.54 -4.86
H11 -3.60 -1.21 -2.82
H12 -2.85 -2.29 -4.01
H13 -2.88 -1.28 -0.64
H14 -1.20 -1.84 1.08
H15 1.51 -3.07 -1.99
H16 -0.19 -2.55 -3.70
H17 0.19 0.09 -1.64
H18 1.75 0.93 -1.79
H19 -1.97 0.72 2.70
H20 -1.71 0.29 5.13
H21 0.52 -0.09 6.09
H22 2.52 -0.05 4.62
H23 3.01 0.60 0.00

As for the lowest unoccupied orbital energy: 0.020 Ha. As for the HOMO energy: -8.637 eV. The SMILES is CCN(CC(=O)NCCc1ccc(Cl)cc1)Cc1nc2ccccc2c(=O)[nH]1. As for the gap between HOMO and LUMO: 9.2 eV.



[4]
Computed, not measured: an isolated ion of composition C5H12NO2 and charge +1, with ωB97M-V/def2-TZVPD.

Atoms and positions in Å:
C1 1.17 -1.16 1.10
C2 0.75 0.23 0.63
C3 -0.14 0.96 1.61
C4 0.20 0.08 -0.81
N1 -0.43 1.36 -1.32
C5 -0.97 -0.94 -0.93
O1 -1.64 -1.36 -0.04
O2 -1.08 -1.28 -2.22
H1 0.30 -1.81 1.19
H2 1.51 -1.14 2.14
H3 1.97 -1.59 0.52
H4 1.69 0.78 0.54
H5 -1.06 0.42 1.85
H6 -0.44 1.97 1.31
H7 0.33 0.99 2.60
H8 1.03 -0.32 -1.38
H9 -1.24 1.65 -0.78
H10 -0.67 1.19 -2.29
H11 0.31 2.07 -1.37
H12 -1.60 -2.09 -2.35

As for the lowest unoccupied orbital energy: -0.140 Ha. As for the HOMO energy: -14.906 eV. The SMILES is CC(C)[C@H]([NH3+])C(=O)O. Its total charge is +1. As for the gap between HOMO and LUMO: 11.1 eV.



[5]
Computed, not measured: C24H45BrP2V as an isolated structure, with ωB97M-V/def2-TZVPD.

Atoms and positions in Å:
V1 -0.27 1.42 0.39
C1 -0.27 2.71 2.02
C2 0.81 1.80 2.19
C3 1.12 2.95 0.20
C4 -0.06 3.45 0.81
C5 1.65 1.92 1.05
C6 -1.37 2.86 3.02
H1 -1.82 1.87 3.22
H2 -2.16 3.56 2.70
H3 -0.96 3.21 3.98
C7 -0.95 4.49 0.25
H4 -1.29 5.20 1.02
H5 -1.85 4.03 -0.16
H6 -0.46 5.04 -0.56
C8 1.61 3.30 -1.15
H7 1.35 4.34 -1.38
H8 1.12 2.68 -1.91
H9 2.69 3.15 -1.24
C9 2.85 1.06 0.84
H10 3.54 1.18 1.69
H11 3.37 1.36 -0.08
H12 2.59 0.00 0.77
C10 1.10 1.07 3.45
H13 1.48 1.79 4.18
H14 1.87 0.32 3.29
H15 0.22 0.61 3.90
C11 -1.59 -3.81 0.29
C12 -1.51 -3.86 1.64
C13 -0.64 -4.76 2.45
C14 0.67 -5.32 1.79
C15 1.59 -4.29 1.24
C16 1.51 -3.68 0.05
C17 0.57 -4.06 -1.06
C18 -0.82 -4.64 -0.68
H16 -1.22 -5.62 2.81
H17 0.39 -6.05 1.03
H18 -0.35 -4.20 3.35
H19 -0.73 -5.69 -0.38
H20 -2.28 -3.10 -0.18
H21 -2.19 -3.22 2.21
H22 -1.41 -4.63 -1.62
H23 0.41 -3.15 -1.65
H24 2.27 -2.92 -0.22
H25 1.04 -4.79 -1.75
H26 1.22 -5.86 2.58
H27 2.43 -4.01 1.90
P1 -2.84 1.28 0.27
C19 -3.93 2.72 0.62
H28 -4.97 2.46 0.37
H29 -3.63 3.58 0.02
H30 -3.88 2.98 1.69
C20 -3.23 0.98 -1.51
H31 -4.32 1.00 -1.68
H32 -2.83 0.00 -1.79
H33 -2.76 1.76 -2.12
C21 -3.89 -0.02 1.08
H34 -4.95 0.08 0.77
H35 -3.84 0.11 2.17
H36 -3.52 -1.02 0.83
P2 2.06 0.58 -2.77
C22 3.91 0.78 -2.90
H37 4.22 0.65 -3.95
H38 4.41 0.02 -2.29
H39 4.22 1.78 -2.56
C23 2.00 -0.88 -3.91
H40 2.61 -0.67 -4.80
H41 0.96 -1.05 -4.21
H42 2.39 -1.78 -3.40
C24 1.72 1.80 -4.11
H43 2.26 1.52 -5.02
H44 2.03 2.81 -3.81
H45 0.64 1.80 -4.31
Br1 -0.13 -0.95 0.99

As for the lowest unoccupied orbital energy (alpha / beta): -0.151 / -0.128 Ha. As for the HOMO energy (alpha / beta): -10.606 / -10.646 eV. The spin multiplicity is 3. As for the expectation value of S²: 2.0300. Its total charge is +1. As for the gap between HOMO and LUMO (alpha / beta): 6.5 / 7.2 eV.



[6]
Computed, not measured: a single C6H9N molecule, with ωB97M-V/def2-TZVPD.

Atoms and positions in Å:
C1 -0.96 -1.83 -1.80
N1 -0.84 -0.69 -0.93
C2 -0.26 -0.86 0.18
C3 0.00 0.29 1.12
C4 -0.53 1.63 0.69
C5 0.67 2.18 0.53
C6 1.43 0.93 0.94
H1 -0.44 -1.60 -2.74
H2 -2.01 -2.00 -2.05
H3 -0.53 -2.76 -1.39
H4 0.13 -1.84 0.49
H5 -0.21 -0.01 2.16
H6 -1.55 1.99 0.55
H7 1.02 3.15 0.20
H8 2.03 0.46 0.16
H9 2.02 1.00 1.86

As for the lowest unoccupied orbital energy: 0.045 Ha. As for the HOMO energy: -9.439 eV. The SMILES is C/N=C/[C@@H]1C=CC1. As for the gap between HOMO and LUMO: 10.7 eV.



Number 1: F_max 9.045 eV/A. Number 2: F_max 4.193 eV/A. Number 3: F_max 0.688 eV/A. Number 4: F_max 2.435 eV/A. Number 5: F_max 5.310 eV/A. Number 6: F_max 0.468 eV/A.